Density functional theory data (ωB97M-V/def2-TZVPD) for a single C20H22N8O5 molecule.

CARTESIAN COORDINATES (ANGSTROEM)
C1 -4.586 -2.827 0.604
N1 -3.672 -2.349 -0.407
C2 -2.359 -2.080 -0.021
C3 -1.966 -2.009 1.321
C4 -0.678 -1.663 1.655
C5 0.286 -1.391 0.685
C6 -0.086 -1.515 -0.655
C7 -1.379 -1.848 -0.996
H1 -1.641 -1.941 -2.037
H2 0.626 -1.346 -1.449
C8 1.633 -1.023 1.179
O1 1.882 -0.929 2.371
N2 2.603 -0.772 0.253
H3 2.460 -1.014 -0.718
C9 3.981 -0.692 0.669
C10 4.828 -1.536 -0.265
O2 4.405 -2.133 -1.218
O3 6.114 -1.553 0.092
H4 6.625 -2.114 -0.513
H5 4.041 -1.125 1.680
C11 4.519 0.747 0.762
H6 3.934 1.279 1.511
H7 5.557 0.697 1.096
C12 4.441 1.501 -0.570
H8 4.898 0.926 -1.375
H9 4.961 2.454 -0.465
C13 3.003 1.795 -0.938
O4 2.482 1.363 -1.947
O5 2.402 2.570 -0.075
H10 1.386 2.675 -0.252
H11 -0.388 -1.576 2.691
H12 -2.677 -2.187 2.111
C14 -4.259 -1.409 -1.370
C15 -3.880 -0.027 -0.919
N3 -2.735 0.433 -1.387
C16 -2.170 1.448 -0.733
C17 -2.752 2.017 0.429
N4 -2.081 2.901 1.180
C18 -0.845 3.168 0.819
N5 -0.145 4.031 1.582
H13 0.848 4.104 1.455
H14 -0.560 4.303 2.455
N6 -0.190 2.685 -0.268
C19 -0.839 1.862 -1.076
N7 -0.264 1.392 -2.178
H15 0.749 1.460 -2.292
H16 -0.784 0.687 -2.677
N8 -3.993 1.642 0.790
C20 -4.529 0.644 0.137
H17 -5.524 0.351 0.453
H18 -3.858 -1.600 -2.368
H19 -5.338 -1.556 -1.386
H20 -4.125 -3.665 1.128
H21 -5.487 -3.192 0.110
H22 -4.873 -2.063 1.336

Values from the calculation:
HOMO level   -8.10 eV
Structure (SMILES)   CN(Cc1cnc2nc(N)nc(N)c2n1)c1ccc(C(=O)N[C@H](CCC(=O)O)C(=O)O)cc1
Net charge   0
Gap between HOMO and LUMO   7.851 eV

=====

Density functional theory data (ωB97M-V/def2-TZVPD) for a molecular structure, C20H23AgN5S.

CARTESIAN COORDINATES (ANGSTROEM)
Ag1 0.287 0.230 0.579
C1 1.072 2.375 -1.816
C2 -0.372 2.659 -1.531
C3 -1.042 3.734 -2.107
C4 -2.378 3.922 -1.808
C5 -3.017 3.032 -0.960
C6 -2.288 1.985 -0.414
N1 -0.989 1.822 -0.697
C7 -2.902 0.963 0.482
C8 -4.229 0.992 0.905
C9 -4.692 -0.055 1.683
C10 -3.844 -1.099 2.016
C11 -2.527 -1.043 1.575
N2 -2.096 -0.024 0.842
C12 -1.510 -2.095 1.858
C13 -1.712 -3.095 2.801
C14 -0.713 -4.031 3.006
C15 0.452 -3.956 2.263
C16 0.588 -2.930 1.333
C17 1.806 -2.800 0.467
N3 -0.373 -2.022 1.153
H1 1.518 3.139 -2.450
H2 1.164 1.411 -2.319
H3 1.635 2.325 -0.880
H4 -0.518 4.405 -2.773
H5 -2.920 4.756 -2.232
H6 -4.067 3.155 -0.740
H7 -4.889 1.803 0.638
H8 -5.719 -0.064 2.022
H9 -4.209 -1.935 2.594
H10 -2.629 -3.141 3.371
H11 -0.845 -4.815 3.741
H12 1.242 -4.684 2.391
H13 2.591 -3.490 0.772
H14 2.192 -1.779 0.504
H15 1.538 -3.018 -0.568
C18 5.271 -1.035 3.482
N4 4.109 -0.326 2.955
C19 2.807 -0.457 3.219
S1 1.744 0.742 2.619
N5 2.291 -1.456 3.935
C20 2.948 -2.550 4.639
H16 6.156 -0.570 3.059
H17 5.279 -2.081 3.184
H18 5.334 -0.968 4.567
H19 4.304 0.516 2.441
H20 1.296 -1.372 4.061
H21 3.665 -3.057 4.000
H22 2.185 -3.272 4.917
H23 3.450 -2.212 5.545

Values from the calculation:
HOMO level   -11.09 eV
Net charge   +1
Gap between HOMO and LUMO   8.435 eV

=====

Density functional theory data (ωB97M-V/def2-TZVPD) for a molecular structure, C20H23BBr2N6O3RuS2 at a distorted geometry.

CARTESIAN COORDINATES (ANGSTROEM)
Ru1 0.424 0.862 -0.027
C1 -2.277 2.422 -1.926
C2 -1.743 1.125 -2.440
C3 -2.381 0.580 -3.583
C4 -1.911 -0.545 -4.182
C5 -0.730 -1.144 -3.691
C6 -0.064 -2.249 -4.287
Br1 -0.772 -3.057 -5.837
C7 1.110 -2.722 -3.765
C8 1.672 -2.110 -2.630
Br2 3.331 -2.720 -1.976
C9 1.063 -1.041 -2.017
O1 1.580 -0.396 -0.995
C10 -0.163 -0.569 -2.546
N1 -0.697 0.526 -1.895
H1 -2.578 3.035 -2.775
H2 -1.533 2.955 -1.341
H3 -3.154 2.260 -1.299
H4 -3.249 1.091 -3.975
H5 -2.408 -0.966 -5.045
H6 1.625 -3.548 -4.231
N2 2.375 1.019 0.747
N3 3.240 1.597 -0.210
C11 2.739 2.554 -1.004
N4 3.464 2.998 -2.024
S1 1.236 3.213 -0.574
H7 2.622 1.305 1.689
H8 2.436 0.008 0.628
H9 4.110 1.125 -0.412
H10 4.359 2.608 -2.269
H11 3.097 3.752 -2.580
O2 -0.474 -0.964 2.550
B1 0.236 -0.037 1.819
O3 1.037 0.757 2.707
C12 0.774 0.278 3.973
C13 1.281 0.691 5.182
C14 0.825 0.007 6.310
C15 -0.090 -1.032 6.208
C16 -0.596 -1.443 4.973
C17 -0.140 -0.760 3.873
H12 2.008 1.488 5.256
H13 1.199 0.290 7.285
H14 -0.419 -1.537 7.105
H15 -1.298 -2.258 4.881
C18 0.140 4.368 3.432
N5 -0.227 3.472 2.348
C19 -1.420 3.038 1.983
S2 -1.587 1.610 1.033
N6 -2.560 3.648 2.336
C20 -2.765 4.994 2.851
H16 1.027 3.956 3.911
H17 -0.645 4.414 4.180
H18 0.370 5.373 3.075
H19 0.537 2.969 1.909
H20 -3.388 3.151 2.050
H21 -1.944 5.644 2.561
H22 -2.877 5.009 3.936
H23 -3.677 5.386 2.407

Values from the calculation:
HOMO level (alpha / beta)   -9.94 / -10.24 eV
Energy relative to the best compared isomer or geometry (same formula, charge and spin)   1.240 eV
Net charge   +1
Gap between HOMO and LUMO (alpha / beta)   7.218 / 7.051 eV
2S+1   2

=====

Density functional theory data (ωB97M-V/def2-TZVPD) for a single C20H23ClFN3O2 molecule.

CARTESIAN COORDINATES (ANGSTROEM)
C1 -2.873 3.816 -2.794
H1 -3.602 4.617 -2.696
H2 -3.095 3.051 -2.055
H3 -2.976 3.387 -3.786
C2 -1.475 4.378 -2.563
N1 -0.473 3.340 -2.361
C3 0.788 3.906 -1.906
H4 1.313 4.479 -2.686
C4 1.726 2.834 -1.355
N2 0.983 1.934 -0.500
C5 1.433 0.683 -0.247
O1 2.526 0.295 -0.621
C6 0.511 -0.183 0.543
C7 -0.455 0.319 1.411
C8 -1.243 -0.541 2.149
C9 -1.082 -1.921 2.037
C10 -0.139 -2.428 1.146
C11 0.656 -1.562 0.424
H5 1.405 -1.942 -0.253
H6 -0.034 -3.493 1.013
N3 -1.893 -2.758 2.811
C12 -1.578 -3.926 3.433
O2 -2.406 -4.558 4.048
C13 -0.137 -4.345 3.368
C14 0.854 -3.546 3.928
C15 2.181 -3.929 3.963
C16 2.533 -5.156 3.427
C17 1.574 -5.982 2.870
C18 0.247 -5.579 2.848
Cl1 -0.943 -6.593 2.125
H7 1.845 -6.938 2.451
H8 3.565 -5.470 3.444
H9 2.912 -3.271 4.404
F1 0.507 -2.358 4.460
H10 -2.813 -2.403 3.044
H11 -1.978 -0.148 2.836
H12 -0.574 1.384 1.544
H13 0.002 2.151 -0.410
H14 2.206 2.256 -2.152
H15 2.527 3.312 -0.779
H16 0.549 4.602 -1.095
C19 -0.342 2.401 -3.466
C20 0.146 2.976 -4.800
H17 -0.535 3.738 -5.172
H18 1.138 3.411 -4.701
H19 0.198 2.177 -5.535
H20 0.342 1.612 -3.147
H21 -1.318 1.936 -3.612
H22 -1.493 4.978 -1.647
H23 -1.209 5.057 -3.390

Values from the calculation:
HOMO level   -8.77 eV
Structure (SMILES)   CCN(CC)CCNC(=O)c1ccc(NC(=O)c2c(F)cccc2Cl)cc1
Energy relative to the best compared isomer or geometry (same formula, charge and spin)   0.000 eV
Net charge   0
Gap between HOMO and LUMO   9.222 eV

=====

Density functional theory data (ωB97M-V/def2-TZVPD) for a single C20H23ClN2O5S molecule.

CARTESIAN COORDINATES (ANGSTROEM)
O1 4.883 -1.403 0.114
C1 3.814 -1.127 -0.388
N1 3.019 -1.992 -1.031
H1 2.109 -1.679 -1.340
C2 3.261 -3.411 -1.064
H2 4.286 -3.585 -0.733
H3 3.135 -3.770 -2.090
C3 2.275 -4.141 -0.134
C4 2.419 -5.673 -0.216
H4 2.867 -6.085 0.685
C5 0.984 -6.156 -0.434
H5 0.926 -7.060 -1.035
C6 0.356 -4.949 -1.126
H6 -0.724 -4.877 -0.999
H7 0.592 -4.949 -2.200
O2 0.936 -3.825 -0.495
H8 0.491 -6.330 0.523
H9 3.046 -5.940 -1.067
H10 2.421 -3.767 0.886
C7 3.261 0.306 -0.325
H11 4.029 0.995 -0.696
O3 2.078 0.405 -1.089
C8 1.104 1.265 -0.722
C9 1.261 2.337 0.152
C10 0.168 3.110 0.506
C11 -1.071 2.825 -0.024
C12 -1.248 1.806 -0.940
C13 -0.162 1.030 -1.285
Cl1 -0.340 -0.281 -2.378
H12 -2.229 1.624 -1.347
S1 -2.493 3.713 0.581
O4 -2.210 5.117 0.627
O5 -3.664 3.265 -0.119
N2 -2.520 3.196 2.179
H13 -2.850 3.951 2.762
C14 -3.215 1.937 2.401
C15 -2.384 0.795 1.879
C16 -1.071 0.639 2.306
C17 -0.297 -0.402 1.825
C18 -0.825 -1.307 0.919
C19 -2.135 -1.158 0.495
C20 -2.908 -0.111 0.969
H14 -3.926 0.007 0.627
H15 -2.553 -1.857 -0.213
H16 -0.224 -2.121 0.542
H17 0.722 -0.515 2.168
H18 -0.662 1.344 3.014
H19 -3.368 1.821 3.478
H20 -4.191 1.944 1.900
H21 0.265 3.933 1.195
H22 2.233 2.565 0.561
H23 3.075 0.529 0.733

Values from the calculation:
HOMO level   -8.93 eV
Structure (SMILES)   O=C(COc1ccc(S(=O)(=O)NCc2ccccc2)cc1Cl)NC[C@@H]1CCCO1
Energy relative to the best compared isomer or geometry (same formula, charge and spin)   2.442 eV
Net charge   0
Gap between HOMO and LUMO   9.494 eV

=====

Density functional theory data (ωB97M-V/def2-TZVPD) for a molecular structure, C20H23ClN2Pt at a distorted geometry.

CARTESIAN COORDINATES (ANGSTROEM)
C1 -4.315 3.663 -1.336
C2 -5.388 2.885 -2.097
C3 -4.870 4.228 -0.028
C4 -3.720 4.772 -2.204
Cl1 -2.966 2.493 -0.914
H1 -5.674 4.926 -0.244
H2 -4.097 4.765 0.530
H3 -5.274 3.433 0.606
H4 -6.204 3.553 -2.362
H5 -5.799 2.076 -1.487
H6 -4.988 2.460 -3.023
H7 -4.498 5.483 -2.470
H8 -3.302 4.368 -3.131
H9 -2.935 5.315 -1.670
C5 0.244 -2.899 1.267
C6 -0.008 -1.764 2.142
C7 -1.136 -1.046 1.578
H10 0.424 -1.631 3.126
C8 -1.489 -1.682 0.340
C9 -0.591 -2.790 0.117
H11 -0.629 -3.540 -0.670
H12 0.861 -3.766 1.497
H13 -1.716 -0.312 2.125
H14 -2.382 -1.493 -0.239
C10 2.747 0.434 -0.688
C11 3.162 -0.046 0.597
C12 2.233 0.423 1.595
H15 4.041 -0.642 0.814
C13 1.390 1.414 0.933
C14 1.714 1.415 -0.466
H16 1.386 2.134 -1.209
H17 3.263 0.228 -1.622
H18 2.349 0.258 2.660
H19 0.818 2.164 1.466
Pt1 0.838 -0.825 0.259
N1 6.297 -5.819 0.839
C15 5.459 -5.031 0.675
C16 4.458 -4.017 0.470
C17 3.670 -3.536 1.536
C18 2.705 -2.576 1.300
N2 2.393 -2.218 0.059
C19 3.159 -2.518 -1.018
C20 4.235 -3.437 -0.807
H20 3.835 -3.777 2.570
H21 2.233 -1.980 2.149
H22 3.137 -1.905 -1.947
H23 4.929 -3.642 -1.621

Values from the calculation:
HOMO level (alpha / beta)   -14.82 / -14.82 eV
Energy relative to the best compared isomer or geometry (same formula, charge and spin)   2.757 eV
Net charge   +2
Gap between HOMO and LUMO (alpha / beta)   7.183 / 4.220 eV
2S+1   5